[1]
{"formula": "C10H14F9N2O6S2", "method": "ωB97M-V/def2-TZVPD", "elements": ["C", "C", "C", "N", "S", "C", "O", "N", "O", "C", "F", "F", "C", "F", "F", "C", "F", "F", "C", "F", "F", "F", "H", "H", "H", "H", "H", "H", "H", "H", "H", "H", "C", "C", "O", "S", "O", "O", "O", "H", "H", "H", "H"], "positions_angstrom": [[4.1721, -0.1381, 0.7483], [2.8934, 0.1790, 1.5273], [2.2301, 1.4762, 1.0482], [1.3306, 1.1404, -0.1032], [0.6502, 2.3734, -0.9901], [1.0203, 3.9791, -0.2355], [0.5125, 4.0884, 1.0463], [1.3217, 5.1440, 1.8609], [1.5863, 4.7027, 2.8637], [-1.2388, 2.2447, -0.8074], [-1.6119, 2.2639, -2.0873], [-1.7281, 3.3129, -0.1987], [-1.8208, 0.9447, -0.1709], [-3.1095, 0.9614, -0.5131], [-1.2306, -0.1055, -0.7639], [-1.7315, 0.8603, 1.3889], [-2.8738, 1.3057, 1.9022], [-0.7282, 1.6625, 1.8118], [-1.4924, -0.5761, 1.9390], [-0.2183, -0.9302, 1.7677], [-2.2718, -1.4475, 1.2977], [-1.7765, -0.5979, 3.2247], [4.6005, -1.0960, 1.0516], [4.9232, 0.6474, 0.8872], [3.9773, -0.1932, -0.3319], [3.1080, 0.2886, 2.5940], [2.1818, -0.6459, 1.4079], [1.6101, 1.9139, 1.8293], [3.0181, 2.1714, 0.7345], [1.8742, 0.6403, -0.8092], [0.5852, 4.6905, -0.9554], [2.1157, 4.0545, -0.2832], [-2.8264, -4.3833, -1.3206], [-1.7601, -3.3038, -1.3061], [-0.7595, -3.7990, -2.1998], [-1.4488, -4.6203, -3.3941], [-1.6083, -3.7730, -4.5197], [-0.7935, -5.8699, -3.4981], [-2.8729, -4.7911, -2.6941], [-2.5457, -5.2384, -0.7041], [-3.8082, -4.0225, -1.0268], [-1.3121, -3.1578, -0.3277], [-2.1434, -2.3564, -1.6902]], "forces_ev_per_angstrom": [[-0.04, 0.16, -0.15], [0.05, -0.05, -0.24], [-0.15, -0.37, 0.35], [0.54, 0.52, -0.39], [-0.04, -0.36, -0.06], [-0.30, 0.59, 0.15], [0.05, -0.54, -0.17], [0.50, 0.16, -0.12], [-0.25, 0.11, 0.29], [0.10, 0.07, 0.11], [-0.09, 0.04, -0.10], [-0.03, 0.11, 0.05], [-0.01, 0.10, -0.01], [-0.13, -0.16, -0.05], [0.18, -0.01, 0.00], [0.04, -0.05, -0.06], [-0.10, 0.13, 0.04], [-0.01, -0.12, 0.01], [0.10, 0.02, -0.14], [-0.02, 0.00, -0.06], [-0.09, 0.07, 0.07], [0.00, -0.01, 0.16], [-0.04, 0.16, -0.03], [-0.06, -0.17, 0.07], [0.03, -0.10, 0.14], [-0.01, -0.07, -0.13], [0.07, 0.17, 0.21], [0.12, 0.02, -0.15], [-0.19, 0.08, 0.09], [-0.12, -0.27, 0.21], [0.04, -0.12, 0.06], [-0.11, -0.06, -0.13], [0.10, -0.10, 0.15], [-0.15, 0.10, -0.02], [0.06, -0.08, 0.08], [-0.01, 0.03, 0.01], [-0.02, -0.02, -0.02], [0.04, 0.02, -0.02], [-0.05, 0.09, -0.04], [0.02, 0.01, 0.00], [-0.04, -0.01, -0.13], [0.09, -0.07, -0.03], [-0.04, -0.01, 0.01]], "lowdin_charge": [-0.091, -0.228, -0.229, -0.237, 1.311, -0.379, -0.199, 0.105, 0.189, -0.538, 0.126, 0.161, -0.379, 0.193, 0.147, -0.336, 0.197, 0.139, -0.551, 0.178, 0.188, 0.222, 0.085, 0.083, 0.073, 0.123, 0.101, 0.099, 0.116, 0.100, 0.124, 0.112, -0.148, -0.183, -0.192, 0.600, -0.214, -0.204, -0.182, 0.138, 0.137, 0.119, 0.121], "orbital_gap_ev": 8.5, "multiplicity": 1, "total_charge": 1, "relative_energy_kj_mol": 0.00, "lumo_energy_ev": -4.57}



[2]
{"formula": "C10H14HgN2P", "method": "ωB97M-V/def2-TZVPD", "elements": ["C", "C", "C", "C", "C", "Hg", "P", "H", "H", "H", "H", "H", "H", "H", "H", "N", "C", "C", "C", "N", "C", "C", "H", "H", "H", "H", "H", "H"], "positions_angstrom": [[1.2197, -0.3382, -1.7082], [0.2158, 0.0034, -2.7130], [-0.8826, -0.9559, -2.6124], [-0.3665, -1.9602, -1.7000], [0.8798, -1.5216, -1.1352], [-1.0951, 0.1533, -0.8332], [-0.2886, 2.1527, 0.2924], [2.0753, 0.2709, -1.4277], [0.2463, 0.7536, -3.4878], [-1.6576, -1.1349, -3.3319], [1.3156, -1.9787, -0.2714], [-0.6790, -3.0007, -1.7082], [-1.3833, 2.5107, 1.1546], [0.0653, 3.1601, -0.6843], [0.8626, 1.4422, 0.9094], [-0.4788, -1.6353, 6.0520], [-0.4444, -1.2614, 4.7569], [0.2814, -2.0195, 3.8075], [0.2336, -1.6351, 2.4720], [-0.5501, -0.6243, 2.0452], [-1.1373, 0.1700, 2.9546], [-1.1272, -0.1070, 4.3117], [-0.0044, -2.4698, 6.3533], [-1.0093, -1.1049, 6.7287], [0.8629, -2.8911, 4.1074], [0.8550, -2.1581, 1.7316], [-1.6028, 1.0880, 2.5733], [-1.6419, 0.5470, 5.0099]], "forces_ev_per_angstrom": [[0.62, 1.72, -2.29], [0.53, -1.01, -0.48], [3.78, -2.14, -1.60], [0.74, -1.12, -1.01], [-1.67, -1.69, -0.08], [-5.09, 1.94, 3.18], [0.51, -0.55, -0.07], [-0.14, -0.02, -0.20], [0.08, 0.40, 0.35], [-0.22, 0.22, 0.01], [0.49, -0.26, 0.04], [-0.47, 0.31, 0.55], [1.06, 0.56, -0.10], [0.16, 0.34, 0.98], [-0.43, 1.55, 0.19], [-0.06, -0.21, 1.37], [-0.05, 0.23, -1.52], [-0.26, 0.42, 0.05], [-0.81, 0.59, 0.42], [1.09, 0.24, 0.34], [0.39, -0.79, -0.16], [0.35, -0.40, -0.08], [-0.13, 0.21, 0.00], [0.23, -0.25, -0.25], [-0.08, 0.20, 0.05], [-0.55, 0.21, 0.19], [-0.14, -0.63, 0.14], [0.09, -0.07, 0.00]], "lowdin_charge": [-0.299, -0.302, -0.409, -0.295, -0.264, 0.538, 0.438, 0.068, 0.068, 0.073, 0.055, 0.074, -0.170, -0.188, -0.136, 0.092, -0.351, -0.043, -0.162, -0.011, -0.226, -0.049, 0.092, 0.096, 0.095, 0.084, 0.037, 0.093], "orbital_gap_ev": 2.8, "multiplicity": 1, "total_charge": -1, "lumo_energy_ev": 2.79}



[3]
{"formula": "C10H14IrN2P", "method": "ωB97M-V/def2-TZVPD", "elements": ["C", "C", "C", "C", "C", "Ir", "P", "H", "H", "H", "H", "H", "H", "H", "H", "N", "C", "C", "C", "N", "C", "C", "H", "H", "H", "H", "H", "H"], "positions_angstrom": [[0.2045, -2.9265, -1.3227], [-0.8336, -3.7948, -1.0913], [-2.0354, -3.4888, -0.4419], [-2.5197, -2.2235, -0.0939], [-1.9057, -1.0193, -0.3996], [-0.0428, -1.2166, -0.6291], [1.6463, -0.6750, -2.0497], [1.0454, -3.2991, -1.9226], [-0.6860, -4.8213, -1.4136], [-2.6877, -4.3250, -0.1951], [-2.4717, -0.0644, -0.2868], [-3.4768, -2.1533, 0.4312], [1.4577, 0.4227, -2.9530], [2.0063, -1.6792, -2.9875], [2.9295, -0.4296, -1.4654], [0.8787, 4.1963, 2.3206], [0.6391, 3.0514, 1.6358], [0.9119, 2.9657, 0.2571], [0.6843, 1.7619, -0.3895], [0.3266, 0.6566, 0.2833], [0.0494, 0.7095, 1.5941], [0.1391, 1.9050, 2.3003], [1.2800, 5.0088, 1.8633], [0.6816, 4.2635, 3.3134], [1.3205, 3.8079, -0.3000], [0.8378, 1.6705, -1.4616], [-0.2654, -0.2282, 2.0487], [-0.1139, 1.9248, 3.3556]], "forces_ev_per_angstrom": [[-0.90, -3.19, -0.70], [2.01, -0.93, -0.95], [-2.02, 0.39, 1.40], [-0.51, -0.45, -0.17], [-2.85, 1.21, -0.21], [3.76, 1.56, 0.54], [0.62, 0.46, -1.00], [-0.31, -0.04, 0.26], [-0.33, -0.19, -0.14], [0.13, 0.09, 0.00], [0.39, -0.71, -0.04], [0.09, -0.32, -0.09], [0.85, 0.12, -0.61], [-0.14, 0.31, 0.25], [-0.44, 0.26, -0.34], [0.07, 0.79, 0.50], [0.17, -0.30, -0.42], [-0.15, -0.13, 0.35], [0.37, 0.25, 0.45], [-0.57, 0.09, 0.82], [-0.06, 1.67, 0.40], [0.13, -0.71, -0.37], [-0.27, -0.47, 0.24], [0.12, -0.05, -0.55], [-0.25, -0.10, 0.18], [-0.08, 0.04, 0.30], [0.05, 0.31, -0.01], [0.11, 0.08, -0.10]], "mulliken_spin": [0.156, 0.232, 0.362, -0.059, 0.648, 1.831, 0.275, 0.039, 0.019, 0.031, 0.041, 0.011, 0.126, 0.002, 0.056, 0.016, 0.040, 0.000, 0.086, 0.021, 0.101, 0.003, -0.001, -0.001, 0.006, -0.029, -0.020, 0.008], "orbital_gap_ev": [4.1, 6.5], "multiplicity": 5, "total_charge": 0, "relative_energy_kj_mol": 97.61, "lumo_energy_ev": [0.62, -1.34], "s_squared": 6.026}



[4]
{"formula": "C10H14N2O2", "method": "ωB97M-V/def2-TZVPD", "elements": ["C", "C", "C", "O", "C", "N", "C", "C", "O", "C", "C", "C", "C", "N", "H", "H", "H", "H", "H", "H", "H", "H", "H", "H", "H", "H", "H", "H"], "positions_angstrom": [[2.1477, 0.8297, 0.9576], [1.7967, -0.3129, 0.0753], [1.7545, 0.0093, -1.4498], [0.3361, 0.0544, -1.9511], [-0.4225, -0.3591, -0.8791], [-0.1720, -1.7562, -0.5824], [-1.2380, -2.6857, -0.4118], [0.3697, -0.7630, 0.3661], [-0.3673, -0.6530, 1.5609], [-1.3001, 0.4068, 1.2353], [-1.8214, 0.3714, -0.2658], [-1.9259, 1.6541, -1.0862], [-3.3428, -0.0304, -0.1355], [-4.4904, -0.0872, -0.0025], [1.4184, 1.7275, 0.7685], [3.1849, 1.0032, 0.9208], [1.8564, 0.3512, 1.8785], [2.5462, -1.1266, 0.1624], [2.1939, 1.0048, -1.7179], [2.1514, -0.7331, -2.0216], [-1.8956, -2.9579, -1.2969], [-0.9712, -3.7320, 0.0352], [-2.0074, -2.2928, 0.2119], [-0.6856, 1.4066, 1.3087], [-2.1933, 0.3660, 1.9079], [-2.5814, 2.2662, -0.5414], [-2.1647, 1.3717, -2.0482], [-0.8887, 2.0787, -1.1063]], "forces_ev_per_angstrom": [[-2.75, 0.59, 0.13], [-0.03, -1.15, -1.55], [-1.93, 2.56, 0.60], [0.13, 1.19, 1.23], [-1.70, -2.06, 1.78], [0.85, 0.33, -1.12], [-1.35, -2.62, 0.74], [-1.58, -0.99, -1.90], [-0.07, 1.17, -1.46], [0.00, 2.41, 0.26], [0.85, -1.32, 0.09], [3.16, -0.01, 2.71], [1.64, -0.61, -0.89], [0.95, -0.04, -0.03], [1.80, -1.38, 0.34], [1.08, 0.87, 0.04], [0.34, 0.82, 1.20], [-0.48, 0.29, 0.32], [-0.22, -0.86, 0.39], [1.48, -2.01, -1.42], [1.63, 0.70, 0.15], [0.11, 2.07, -0.71], [-0.63, 0.30, 1.19], [-1.43, -1.58, 0.21], [1.16, 0.12, -0.13], [-1.08, 1.35, -0.05], [-0.97, -0.16, -2.05], [-0.97, 0.03, -0.07]], "lowdin_charge": [-0.045, -0.256, -0.042, -0.027, -0.309, 0.029, -0.087, -0.321, -0.015, -0.100, -0.251, -0.031, -0.171, 0.148, 0.128, 0.070, 0.081, 0.158, 0.142, 0.084, 0.108, 0.117, 0.041, 0.152, 0.137, 0.077, 0.074, 0.109], "orbital_gap_ev": 9.8, "multiplicity": 1, "total_charge": 0, "relative_energy_kj_mol": 372.17, "lumo_energy_ev": 0.80, "smiles": "C[C@@H]1CO[C@@]23N(C)[C@@]12OC[C@]3(C)C#N"}



| no. | electronic energy (Ha) | F_max (Eh/bohr) |
| --- | --- | --- |
| 1 | -2645.13343 | 0.0164 |
| 2 | -993.49892 | 0.1226 |
| 3 | -944.35264 | 0.0798 |
| 4 | -649.25882 | 0.0810 |